No. 1
54
Properties=species:S:1:pos:R:3:forces:R:3:lowdin_spin:R:1 method="wB97M-V/def2-TZVPD" multiplicity=5 homo_ev="-11.2 / -11.3" total_charge=+1 gap_ha="0.2444 / 0.2865" relative_energy_kcal_mol=1.3 energy_ev=-138215.678
Mn -1.02634 -0.11324 -0.10672 0.010 0.455 -0.077 3.84
Cl 5.12452 -3.50182 -1.63324 -0.003 -0.002 -0.008 0.00
C 3.65966 -2.88580 -0.99242 -0.015 -0.008 0.040 0.01
C 2.93960 -1.92484 -1.69460 0.017 0.036 -0.036 0.00
Cl 3.48991 -1.34398 -3.21150 -0.008 -0.011 0.014 0.00
C 1.75972 -1.43254 -1.15304 0.066 -0.106 0.081 0.01
Cl 0.81095 -0.25156 -2.00039 0.039 0.140 -0.177 0.05
C 1.26175 -1.86297 0.07580 -0.044 0.047 -0.001 0.00
O 0.12833 -1.39520 0.57465 0.062 -0.214 0.137 0.08
C 1.99238 -2.83854 0.76351 -0.032 -0.012 0.047 0.01
Cl 1.36662 -3.39295 2.26583 0.011 0.006 -0.022 0.00
C 3.17660 -3.34290 0.23919 0.015 0.015 -0.035 0.00
Cl 4.04781 -4.53420 1.10541 0.004 -0.006 0.009 0.00
C -1.29462 6.82693 0.52592 0.002 -0.021 -0.031 0.00
Si -1.85598 5.23681 -0.27277 0.004 0.054 0.044 0.00
C -1.44226 5.21042 -2.08972 0.016 -0.024 -0.002 0.00
C -3.67622 4.97000 0.02878 -0.009 -0.030 -0.004 0.00
C -0.87275 3.83510 0.57211 0.119 0.037 0.093 0.00
C 0.09006 4.09274 1.54936 -0.049 -0.094 -0.037 0.01
C 0.83283 3.07602 2.15512 -0.023 0.044 0.024 0.00
C 0.61478 1.77603 1.76917 -0.051 -0.024 -0.120 0.00
N -0.30245 1.51059 0.82627 0.057 -0.228 0.168 -0.03
C -1.02273 2.48677 0.26224 -0.097 0.024 -0.126 0.01
S -2.12948 1.74292 -0.89770 -0.063 0.081 -0.055 -0.07
H -1.84074 7.66372 0.08544 -0.001 0.001 0.001 0.00
H -0.23094 7.01792 0.36974 -0.002 0.000 0.004 0.00
H -1.49538 6.83820 1.59920 0.000 0.008 0.001 0.00
H -1.96452 6.01686 -2.60836 -0.007 0.005 0.002 0.00
H -1.73579 4.26896 -2.55703 0.000 0.006 -0.009 0.00
H -0.37149 5.34886 -2.25134 -0.001 0.003 -0.002 0.00
H -4.24366 5.80242 -0.39348 0.001 0.000 0.002 0.00
H -3.89931 4.92329 1.09628 0.001 0.005 0.003 0.00
H -4.04129 4.05276 -0.43503 -0.001 -0.007 0.002 0.00
H 0.26839 5.11606 1.85634 0.014 -0.002 0.001 0.00
H 1.56481 3.29526 2.91855 0.009 0.013 -0.013 0.00
H 1.14824 0.93354 2.18784 -0.013 -0.028 -0.023 0.00
C -2.39653 -2.18387 -3.13550 -0.018 0.005 0.024 0.00
C -2.52792 -2.61593 -1.67984 -0.070 0.003 0.042 0.00
C -3.86633 -3.31011 -1.44119 0.022 -0.022 -0.021 0.00
C -1.36065 -3.50250 -1.27731 0.019 -0.009 -0.038 0.00
N -2.50232 -1.33108 -0.88873 0.114 -0.321 0.082 -0.01
N -2.76227 -1.42078 0.53941 -0.187 0.013 -0.101 0.06
H -2.38591 -3.06366 -3.77742 0.002 0.000 0.008 0.00
H -1.47058 -1.63323 -3.29715 0.025 0.016 -0.013 0.00
H -3.23844 -1.55945 -3.44446 -0.001 0.001 0.003 0.00
H -3.94255 -4.18046 -2.09190 0.006 0.002 0.005 0.00
H -4.70518 -2.65047 -1.67586 0.001 0.009 0.006 0.00
H -3.97195 -3.66482 -0.41494 -0.004 0.001 0.000 0.00
H -1.44226 -4.44755 -1.81332 0.003 -0.011 0.005 0.00
H -1.34245 -3.73577 -0.21075 -0.001 0.007 0.001 0.00
H -0.40949 -3.04451 -1.54800 -0.010 -0.015 0.016 0.00
H -3.22425 -0.73810 -1.28596 -0.044 0.132 0.059 0.00
H -2.47822 -2.33828 0.86634 0.164 0.035 0.040 0.00
H -3.74690 -1.29244 0.74495 -0.050 -0.006 -0.013 0.00

=====

No. 2
51
Properties=species:S:1:pos:R:3:forces:R:3:nbo_charge:R:1 method="wB97M-V/def2-TZVPD" homo_ev=-3.9 total_charge=-1 gap_ha=0.2473 relative_energy_kcal_mol=0.0 energy_ev=-46843.921
C -3.85106 2.75361 1.66306 -0.270 0.187 0.341 -0.63
C -2.76449 2.76986 0.62290 0.293 -0.524 0.036 -0.08
O -2.26127 1.40284 0.46443 -0.335 0.384 -0.698 -0.52
C -1.14556 1.35084 -0.28476 1.589 1.525 -0.125 0.84
O -0.48720 2.34315 -0.56069 -1.250 -0.946 -0.160 -0.61
C -0.68453 -0.04553 -0.72155 0.263 0.016 0.132 -0.17
C -0.45748 -0.19786 -2.18955 -0.697 0.307 -0.703 0.00
C -0.71786 -1.45760 -2.72684 0.013 0.053 -0.122 -0.19
C -0.46901 -1.72100 -4.06803 -0.200 -0.234 0.388 -0.21
C -0.01868 -0.69653 -4.89124 0.251 0.226 -0.412 -0.25
C 0.15017 0.59065 -4.38224 -0.409 -0.930 1.426 -0.07
Cl 0.64117 1.87387 -5.41173 0.176 0.389 -0.409 -0.01
C -0.06996 0.85149 -3.01433 0.204 -0.258 -1.046 -0.16
N 0.50716 -0.34288 0.03284 2.837 -0.672 -2.288 -0.31
N 0.20049 -0.77015 1.27075 -1.336 1.052 3.448 -0.56
C 0.15562 0.26466 2.15939 0.657 -2.753 -1.769 0.81
O 0.32860 1.46877 2.01333 -0.292 0.301 0.456 -0.75
O -0.07532 -0.35222 3.36327 -1.527 1.237 1.697 -0.54
C -1.01099 0.40344 4.19582 1.399 -0.052 -0.292 0.08
C -0.69532 -0.02146 5.61050 -0.092 0.027 0.202 -0.61
C -2.45089 0.22020 3.78917 -0.357 -0.195 -0.147 -0.64
C 1.81873 -0.81250 -0.29583 -1.051 1.269 1.511 0.89
O 2.62770 -0.97933 0.60291 -0.771 0.227 -0.337 -0.66
O 2.17781 -1.00871 -1.57293 0.647 -0.628 -0.418 -0.53
C 3.60593 -1.40247 -1.62256 -0.139 1.089 -0.502 0.09
C 3.99318 -1.43173 -3.07865 -0.121 0.127 -0.613 -0.62
C 3.94343 -2.70823 -0.98020 -0.019 -0.831 0.452 -0.64
H -4.29221 3.75294 1.74866 0.087 -0.049 -0.096 0.20
H -4.66093 2.06745 1.40442 0.114 -0.057 -0.001 0.21
H -3.46571 2.49283 2.65175 -0.031 -0.007 -0.207 0.22
H -3.16953 3.08698 -0.35212 0.337 0.004 0.274 0.17
H -1.91857 3.39623 0.92274 -0.242 -0.046 -0.180 0.22
H -1.44083 -0.76098 -0.39922 -0.100 -0.147 0.044 0.22
H -1.14719 -2.20598 -2.06117 0.297 -0.025 -0.210 0.22
H -0.64608 -2.73561 -4.44891 0.129 0.555 -0.005 0.21
H 0.20985 -0.88833 -5.93805 -0.111 0.065 0.169 0.21
H 0.04552 1.85442 -2.62287 0.107 -0.160 0.031 0.25
H -0.75307 1.46485 4.07671 -0.018 -0.140 0.041 0.19
H -1.33569 0.50843 6.32023 -0.015 -0.055 0.056 0.19
H -0.82309 -1.10084 5.74846 -0.035 0.123 -0.073 0.20
H 0.34343 0.23286 5.82440 -0.022 -0.074 0.051 0.22
H -3.09326 0.77706 4.47841 0.011 0.025 0.048 0.19
H -2.64992 0.60234 2.78467 0.245 -0.235 0.107 0.23
H -2.75896 -0.82595 3.82714 0.090 -0.089 -0.015 0.20
H 4.12939 -0.60162 -1.09583 0.087 -0.077 -0.100 0.20
H 5.02747 -1.77798 -3.18981 -0.166 0.055 0.101 0.20
H 3.34482 -2.13229 -3.62275 0.112 0.170 0.044 0.21
H 3.92605 -0.44641 -3.55031 -0.153 -0.122 0.057 0.21
H 4.98901 -2.95853 -1.20448 -0.183 0.071 -0.080 0.20
H 3.83910 -2.64048 0.10334 -0.108 -0.254 -0.288 0.26
H 3.31005 -3.50655 -1.39267 0.103 0.076 0.185 0.20

=====

No. 3
49
Properties=species:S:1:pos:R:3:forces:R:3:lowdin_spin:R:1 method="wB97M-V/def2-TZVPD" multiplicity=8 homo_ev="-13.1 / -13.1" total_charge=+2 gap_ha="0.2596 / 0.2612" energy_ev=-49542.915
C -0.31727 -2.84789 -3.28910 0.432 -0.041 0.243 0.00
C -1.04110 -1.90293 -4.19732 -0.287 0.827 0.026 0.00
H -0.87409 -3.78892 -3.19704 0.063 0.167 -0.093 0.00
H 0.65307 -3.10952 -3.74370 -0.228 -0.046 0.046 0.00
C -1.24867 -0.60594 -3.90008 0.249 -1.075 -0.221 0.00
C -0.71604 0.00722 -2.63829 -0.395 0.499 0.321 0.00
H -1.54195 0.09167 -1.90589 0.214 0.075 -0.128 0.00
H -0.37548 1.03243 -2.83144 -0.057 -0.095 -0.073 0.00
C -1.52987 -2.48630 -5.48609 -0.091 -0.273 -0.438 0.00
H -1.14415 -3.50645 -5.60834 -0.127 0.237 -0.057 0.00
H -1.19742 -1.89421 -6.35186 -0.125 -0.159 0.228 0.00
H -2.62947 -2.54300 -5.53431 0.307 0.045 0.064 0.00
C -2.04482 0.29302 -4.79323 -0.221 0.349 -0.227 0.00
H -3.01131 -0.15366 -5.06707 0.270 0.107 0.062 0.00
H -1.51654 0.52065 -5.73233 -0.114 -0.071 0.238 0.00
H -2.24955 1.24792 -4.29456 -0.019 -0.137 -0.146 0.00
Eu 0.16487 -0.88779 2.61984 0.005 -0.642 0.394 7.03
O 0.15066 -0.80673 0.34198 0.564 0.810 -1.366 -0.01
C 0.69644 -0.29527 -0.65992 -0.350 -0.494 0.594 0.00
O 1.56915 0.89155 1.82932 0.640 0.730 -1.618 -0.01
C 1.94785 1.28015 0.71416 -0.046 -0.226 0.876 0.00
O 2.81181 2.25785 0.55008 -0.428 -0.568 -0.318 0.00
N 1.56767 0.75950 -0.53342 -0.206 -0.308 0.749 0.00
C 3.22509 2.30717 -0.85481 1.102 0.500 0.283 0.00
C 2.25815 1.45978 -1.62963 -0.970 -0.196 -0.275 0.00
H 4.23376 1.88105 -0.90062 -0.159 0.342 0.116 0.00
H 3.22301 3.35323 -1.15683 0.112 -0.151 0.084 0.00
H 2.74484 0.75006 -2.30073 0.002 0.165 0.130 0.00
H 1.54076 2.06486 -2.19687 0.151 -0.216 0.105 0.00
C 0.40013 -0.82563 -2.00680 0.237 -0.383 -0.330 0.00
C -0.08406 -2.26996 -1.89890 -0.051 -0.221 0.069 0.00
H 1.30764 -0.77352 -2.63121 -0.301 -0.012 0.072 0.00
H -1.01630 -2.27646 -1.31939 0.133 -0.004 -0.183 0.00
H 0.63953 -2.87334 -1.34250 -0.038 -0.010 -0.074 0.00
O -1.37843 0.98766 2.77272 -0.141 0.445 0.715 -0.01
C -1.74748 1.54366 4.08510 -0.270 0.037 -0.329 0.00
C -0.80812 1.07487 5.17104 1.003 -0.391 0.459 0.00
C -0.93017 1.45371 6.51635 0.080 -0.248 -0.687 0.00
C 0.00953 0.94435 7.42050 -0.324 0.188 -0.222 0.00
C 1.01881 0.08215 6.98464 0.248 -0.352 -0.587 0.00
C 1.07616 -0.26630 5.63249 -0.907 1.000 0.723 0.00
N 0.17864 0.25511 4.77194 -0.018 -0.191 0.252 -0.01
H -1.29807 1.69632 2.12064 -0.167 -0.023 0.236 0.00
H -1.72968 2.64440 4.03875 -0.209 -0.442 -0.046 0.00
H -2.75925 1.16889 4.30572 0.243 0.408 -0.102 0.00
H -1.75428 2.12058 6.78897 0.443 -0.265 0.211 0.00
H -0.05854 1.22217 8.47056 0.069 -0.085 -0.215 0.00
H 1.75860 -0.33186 7.65977 -0.160 0.128 0.083 0.00
H 1.82596 -0.94629 5.20768 -0.158 0.268 0.355 0.00

=====

No. 4
58
Properties=species:S:1:pos:R:3:forces:R:3:nbo_charge:R:1 method="wB97M-V/def2-TZVPD" homo_ev=-14.0 total_charge=+2 gap_ha=0.2688 relative_energy_kcal_mol=0.0 energy_ev=-59067.565
In 0.29147 -0.75417 0.16561 0.323 -0.076 -0.677 1.76
N -0.45438 2.48723 -3.16404 -0.043 0.099 -0.074 -0.49
C 0.08920 1.51028 -2.46133 0.052 -0.044 0.086 0.38
N -0.05219 1.34159 -1.17224 -0.050 0.119 0.186 -0.61
C -0.90569 2.20167 -0.49698 0.035 0.093 -0.094 0.43
N -1.23404 2.02171 0.74795 -0.012 -0.041 -0.045 -0.35
N -0.79227 0.84729 1.27660 -0.013 -0.122 0.048 -0.36
C -1.02293 0.66454 2.51603 -0.080 0.025 0.138 0.13
C -0.56817 -0.55634 3.18413 -0.018 -0.041 -0.011 0.13
C -0.88389 -0.78168 4.51273 -0.031 0.007 0.059 -0.18
C -0.42921 -1.94006 5.12278 0.007 -0.032 0.044 -0.11
C 0.33938 -2.82631 4.38665 -0.023 0.001 0.047 -0.22
C 0.61546 -2.52346 3.06489 0.021 0.112 -0.035 0.06
N 0.17168 -1.41711 2.46372 -0.060 0.005 0.011 -0.52
C -1.47780 3.34621 -1.19224 0.056 -0.037 0.047 -0.08
C -2.28065 4.29936 -0.55527 0.019 -0.025 0.037 -0.14
C -2.81703 5.33764 -1.28143 -0.002 0.009 -0.009 -0.19
C -2.57173 5.44019 -2.65465 -0.022 0.039 0.022 -0.13
C -1.78842 4.50967 -3.30150 0.008 -0.004 -0.055 -0.22
C -1.24636 3.46889 -2.55813 0.023 -0.029 -0.087 0.14
H -0.29807 2.53120 -4.16180 0.009 -0.023 0.041 0.44
H 0.69602 0.81351 -3.02615 -0.036 -0.015 -0.015 0.19
H -1.54981 1.42745 3.08128 0.009 -0.007 0.010 0.23
H -1.48213 -0.06120 5.05437 0.002 -0.003 -0.009 0.25
H -0.66681 -2.14515 6.15790 -0.007 0.001 -0.007 0.26
H 0.71922 -3.73842 4.82419 0.017 0.004 -0.012 0.26
H 1.23404 -3.18867 2.47635 0.004 -0.009 -0.005 0.20
H -2.46585 4.19890 0.50414 -0.016 0.016 -0.002 0.25
H -3.43499 6.07745 -0.79232 0.000 -0.007 0.003 0.24
H -3.00145 6.25753 -3.21769 0.000 -0.005 0.004 0.25
H -1.60009 4.58317 -4.36554 0.000 -0.001 0.011 0.24
N 2.18200 0.36925 1.08084 0.073 -0.177 0.010 -0.85
C 3.40841 -0.32560 0.64096 -0.039 0.067 -0.010 -0.24
C 3.35608 -0.44651 -0.87051 -0.057 -0.021 -0.016 -0.24
N 2.13831 -1.16614 -1.30084 -0.020 0.039 -0.020 -0.67
C 2.31164 -2.61496 -1.56849 0.010 0.030 0.056 -0.24
C 1.90113 -3.45423 -0.37072 -0.100 0.063 -0.050 -0.24
N 0.51213 -3.08609 -0.04364 0.087 -0.026 0.064 -0.86
H 2.22160 1.34741 0.80362 -0.087 0.002 -0.020 0.41
H 2.10195 0.35524 2.09294 0.022 0.025 0.009 0.41
H 3.42561 -1.31016 1.10973 0.023 -0.003 0.018 0.20
H 4.31836 0.19620 0.93691 -0.017 0.041 0.033 0.23
H 4.25829 -0.93372 -1.24207 -0.012 -0.026 -0.035 0.23
H 3.32464 0.55670 -1.30052 0.027 0.005 -0.014 0.22
H 1.78821 -0.74224 -2.15042 0.051 -0.055 -0.027 0.40
H 3.34044 -2.83597 -1.85419 0.013 0.019 -0.016 0.23
H 1.66754 -2.87345 -2.40952 0.009 -0.009 -0.025 0.23
H 2.53743 -3.24618 0.49059 0.016 -0.036 0.022 0.19
H 2.00535 -4.51065 -0.61767 -0.019 -0.027 0.011 0.24
H 0.13705 -3.60579 0.74418 0.067 -0.008 -0.034 0.41
H -0.08510 -3.32486 -0.83545 -0.017 0.051 0.046 0.43
F -2.21162 -3.44930 -1.67973 0.009 -0.254 -0.204 -0.61
Te -2.54115 -1.67211 -1.29069 -0.427 0.161 -0.045 3.49
F -3.25961 -1.20017 -2.90348 -0.003 -0.173 -0.338 -0.59
F -1.97837 -2.02571 0.48757 0.151 -0.077 0.377 -0.63
F -4.19852 -2.22379 -0.75267 -0.106 -0.002 0.039 -0.57
F -2.95865 0.00329 -0.62078 -0.077 0.302 -0.016 -0.61
O -0.83567 -1.21337 -1.71395 0.254 0.081 0.527 -1.22